No. 1
An isolated ion of composition C4H10NO2 and charge -1 at a distorted geometry. Source: OMol25; level of theory: ωB97M-V with the def2-TZVPD basis set.

Geometry as ORCA input:
```
! RIJCOSX wB97M-V def2-TZVPD def2/J DEFGRID3
* xyz -1 1
C 0.275 0.579 1.040
H -1.142 0.309 -1.391
H 0.424 0.016 1.965
H 0.413 -1.470 -2.188
H -1.079 2.035 1.919
C -1.138 1.195 1.189
H 2.304 -0.950 -0.230
N -0.964 -0.587 -0.939
H -1.691 -0.630 -0.198
O -2.050 0.247 1.490
H -1.333 1.704 0.203
C 0.215 -0.525 -0.044
H 1.722 0.377 -1.278
C 1.495 -0.614 -0.878
H 0.143 -1.469 0.504
H 1.053 1.311 0.787
O 1.354 -1.530 -1.951
*
```

Calculated values
**Maximum force**: 0.0214 Eh/bohr
**Relative energy (zero: lowest compared OMol25 entry of this formula, charge and spin)**: 59.16 kcal per mole
**Lowest unoccupied orbital energy**: 3.95 eV

=====

No. 2
C6H7N in the gas phase at a distorted geometry. Source: OMol25; level of theory: ωB97M-V with the def2-TZVPD basis set.

Geometry as ORCA input:
```
! RIJCOSX wB97M-V def2-TZVPD def2/J DEFGRID3
* xyz 0 1
C 0.783 -1.472 0.007
C 0.864 -1.039 -1.292
C 0.241 0.198 -1.731
C -0.092 -0.801 0.880
H -1.136 2.142 1.657
H 1.193 -2.375 0.400
H -0.657 -1.449 1.514
H 0.311 0.516 -2.779
H -0.756 0.941 2.616
C -0.519 0.500 0.627
H 1.328 -1.591 -2.133
N -1.194 1.168 1.691
H -0.230 2.171 -0.740
C -0.137 1.092 -0.715
*
```

Calculated values
**Maximum force**: 0.0681 Eh/bohr
**Relative energy (zero: lowest compared OMol25 entry of this formula, charge and spin)**: 31.17 kcal per mole
**Lowest unoccupied orbital energy**: 1.03 eV

=====

No. 3
C13H20N4O3 in the gas phase. Source: OMol25; level of theory: ωB97M-V with the def2-TZVPD basis set.

Geometry as ORCA input:
```
! RIJCOSX wB97M-V def2-TZVPD def2/J DEFGRID3
* xyz 0 1
H -4.340 -2.864 0.069
C -5.531 1.630 0.369
H 4.002 2.338 -0.093
H 2.906 -0.661 -2.054
N 0.324 -0.759 -0.670
H -2.701 -3.029 0.729
H 2.099 1.094 1.152
H -2.956 -3.018 -1.041
N -4.298 0.905 0.122
C 2.788 0.257 1.283
H 3.342 -1.540 0.257
C -4.391 -0.457 0.137
C 4.463 0.501 -1.112
H 4.895 -0.060 1.569
C -3.293 -2.609 -0.088
C 4.220 0.775 1.370
O 0.948 -2.211 0.902
C 2.646 -0.709 0.096
H -0.900 -2.220 -0.192
C 3.019 0.010 -1.199
H -5.297 2.691 0.316
C -2.027 -0.521 -0.337
H 2.519 -0.261 2.205
H 2.375 0.881 -1.349
H 5.132 -0.353 -0.986
O -3.145 2.857 -0.089
H 0.541 -0.138 -1.432
H 5.664 1.790 0.131
C 4.627 1.456 0.067
N -0.957 -1.326 -0.682
H 4.737 1.005 -2.041
H -5.921 1.374 1.353
N -3.211 -1.163 -0.097
H -1.042 1.358 -0.517
C -1.966 0.837 -0.347
C -3.125 1.643 -0.105
O -5.436 -1.036 0.341
C 1.259 -1.310 0.146
H -6.274 1.364 -0.382
H 4.304 1.479 2.199
*
```

Calculated values
**Maximum force**: 0.0174 Eh/bohr
**Relative energy (zero: lowest compared OMol25 entry of this formula, charge and spin)**: 0.00 kcal per mole
**Lowest unoccupied orbital energy**: 0.59 eV

=====

No. 4
C6H9N in the gas phase at a distorted geometry. Source: OMol25; level of theory: ωB97M-V with the def2-TZVPD basis set.

Geometry as ORCA input:
```
! RIJCOSX wB97M-V def2-TZVPD def2/J DEFGRID3
* xyz 0 1
C -1.728 -0.383 -0.109
H 0.935 0.971 0.003
H 0.916 -1.020 1.883
N -1.755 -1.605 -0.508
H 1.455 0.831 -1.692
H -1.667 1.721 0.046
C -2.453 0.883 -0.032
H -2.961 0.942 0.969
H 1.421 -1.826 -1.269
H -3.242 0.928 -0.903
C 0.981 -1.064 -0.480
C 0.757 -1.522 0.928
H 2.582 0.569 -0.311
C -0.483 -0.981 -0.021
C 1.470 0.382 -0.735
H 1.101 -2.574 1.112
*
```

Calculated values
**Maximum force**: 0.1289 Eh/bohr
**Relative energy (zero: lowest compared OMol25 entry of this formula, charge and spin)**: 111.17 kcal per mole
**Lowest unoccupied orbital energy**: 0.92 eV

=====

No. 5
C8H19NO as an isolated structure at a distorted geometry. Source: OMol25; level of theory: ωB97M-V with the def2-TZVPD basis set.

Geometry as ORCA input:
```
! RIJCOSX wB97M-V def2-TZVPD def2/J DEFGRID3
* xyz 0 1
C 0.915 -0.001 -0.778
O 0.295 0.861 1.710
C 1.025 -1.294 -1.593
H 1.689 -1.141 -2.449
C 2.330 0.385 -0.322
H 1.452 -1.780 1.224
H 2.304 1.271 0.309
H -1.747 -1.056 2.424
C 0.427 1.125 -1.692
H -1.255 2.516 0.673
N -2.109 -0.238 1.957
C 0.116 -0.142 0.848
H 2.806 -0.408 0.253
H -2.873 1.819 0.867
C -1.874 1.647 0.474
H -0.573 0.929 -2.075
H -0.231 -2.284 0.892
H 1.407 -2.127 -1.006
H -1.332 -0.771 -1.047
H -1.966 1.529 -0.600
C 0.403 -1.543 1.376
C -1.251 0.432 1.110
H -2.011 -0.816 -0.584
H 0.424 2.082 -1.173
H 1.100 1.226 -2.548
H 0.255 -1.571 2.458
H -2.753 0.327 2.498
H 0.065 -1.586 -2.021
H 2.961 0.610 -1.184
*
```

Calculated values
**Maximum force**: 0.0717 Eh/bohr
**Relative energy (zero: lowest compared OMol25 entry of this formula, charge and spin)**: 83.49 kcal per mole
**Lowest unoccupied orbital energy**: 0.92 eV

=====

No. 6
A 19-piece molecular cluster, H37O19 overall at a distorted geometry. Source: OMol25; level of theory: ωB97M-V with the def2-TZVPD basis set.

Geometry as ORCA input:
```
! RIJCOSX wB97M-V def2-TZVPD def2/J DEFGRID3
* xyz 0 2
H 1.914 3.136 1.269
H -0.614 1.231 1.375
H 0.685 2.304 -0.753
O -1.917 0.434 -0.236
O -3.196 1.213 -3.109
H 3.992 0.316 1.850
H -2.595 -4.413 0.764
H 4.011 1.827 -0.797
O 0.097 -2.642 3.956
H 0.585 -2.486 4.750
H 2.620 -2.167 1.804
H -2.156 -3.295 -3.294
H -1.878 3.126 -0.338
H -2.813 2.030 -3.454
H -1.082 -2.359 -0.459
O 0.007 -4.354 1.763
H 1.032 -0.537 -0.090
O -3.057 -3.830 1.354
H -1.237 0.254 -2.540
O 0.806 3.125 -1.249
O 3.533 1.162 1.864
H 0.203 -2.007 3.245
O 1.820 0.881 -0.277
H 1.696 3.440 -1.068
H -3.027 -2.906 1.142
H 2.581 0.317 -0.466
H -2.499 0.114 3.472
O -2.941 -2.783 -3.125
O -0.024 0.753 1.964
O 0.479 -1.364 -0.105
H 2.878 1.149 1.157
O 2.072 4.032 0.941
H -0.140 0.937 -2.216
H 1.338 1.539 -3.265
H -2.723 -1.964 -2.726
H 0.054 -4.088 2.694
H -4.138 1.411 -3.148
H -1.366 -0.022 -0.907
H 1.376 2.871 -3.305
H 0.806 0.757 1.472
O -1.675 3.941 -0.810
O 2.921 -1.682 1.027
H -1.399 -3.674 -1.323
O -1.742 -3.008 -0.729
H 1.051 -1.858 -0.719
O -2.107 -0.559 4.026
H 3.182 2.939 -0.027
H -2.253 -1.416 3.622
H 1.215 4.319 0.635
H 2.132 -1.129 0.857
O 3.747 2.748 -0.801
H -0.700 3.978 -0.868
O 0.854 2.205 -3.785
H 0.440 -3.727 1.187
H -2.527 -0.206 0.116
O -0.322 -0.011 -2.319
*
```

Calculated values
**Maximum force**: 0.0518 Eh/bohr
**Relative energy (zero: lowest compared OMol25 entry of this formula, charge and spin)**: 34.27 kcal per mole
**<S²>**: 0.76
**Lowest unoccupied orbital energy (alpha / beta)**: -1.00 / -6.12 eV

=====

No. 7
C5H6O in the gas phase. Source: OMol25; level of theory: ωB97M-V with the def2-TZVPD basis set.

Geometry as ORCA input:
```
! RIJCOSX wB97M-V def2-TZVPD def2/J DEFGRID3
* xyz 0 1
H -0.762 0.452 1.577
H 1.395 -0.560 2.346
H 0.554 1.580 1.288
H 2.061 -0.411 0.704
H -2.593 0.035 -2.555
C -0.736 0.332 -1.481
C 1.142 -0.533 1.283
H 0.698 -1.496 1.009
O -1.468 -1.646 -2.462
C -1.656 -0.469 -2.262
C 0.157 0.604 0.998
C -0.280 0.584 -0.390
*
```

Calculated values
**Maximum force**: 0.0133 Eh/bohr
**Relative energy (zero: lowest compared OMol25 entry of this formula, charge and spin)**: 48.03 kcal per mole
**Lowest unoccupied orbital energy**: 0.46 eV

=====

No. 8
C6H7BrN4 in the gas phase at a distorted geometry. Source: OMol25; level of theory: ωB97M-V with the def2-TZVPD basis set.

Geometry as ORCA input:
```
! RIJCOSX wB97M-V def2-TZVPD def2/J DEFGRID3
* xyz 0 1
H 3.220 -0.679 0.850
H 0.375 -2.218 -1.523
N -2.482 0.554 -1.155
N -0.719 -0.611 -1.995
N -1.116 1.842 1.404
H 2.106 1.560 1.209
C 1.304 -0.463 0.575
H -3.104 1.322 -1.410
Br -0.397 2.032 -2.698
H -1.839 2.483 1.140
C 1.158 0.976 0.988
H -0.046 -2.199 0.762
N 2.373 -1.117 0.472
C -0.136 -1.320 -1.154
C -1.378 0.459 -1.738
C -0.017 1.496 1.140
C -0.025 -1.089 0.308
H -0.921 -0.352 0.611
*
```

Calculated values
**Maximum force**: 0.0853 Eh/bohr
**Relative energy (zero: lowest compared OMol25 entry of this formula, charge and spin)**: 63.21 kcal per mole
**Lowest unoccupied orbital energy**: 0.14 eV

=====

No. 9
A 2-piece molecular cluster, C6H13N4 overall at a distorted geometry. Source: OMol25; level of theory: ωB97M-V with the def2-TZVPD basis set.

Geometry as ORCA input:
```
! RIJCOSX wB97M-V def2-TZVPD def2/J DEFGRID3
* xyz 1 3
H -1.928 2.324 -0.948
H -2.196 0.313 -1.320
C 1.189 -0.397 -1.496
C 2.089 -0.693 -0.427
H 1.864 -2.374 1.045
C -0.990 2.130 -0.270
H -0.674 3.035 0.352
N -1.146 0.812 0.338
C -0.456 0.424 1.344
H 1.190 0.483 -2.072
H -2.216 -0.793 -0.068
C 0.339 -2.256 -0.761
N 0.475 1.074 2.044
H 2.819 0.101 -0.115
C 1.506 -1.771 0.186
H -0.589 -2.370 -0.268
H 0.477 0.652 2.973
H 0.544 2.148 1.989
H -0.806 -0.531 1.700
H 0.581 -3.183 -1.324
N -2.148 0.153 -0.250
H -0.087 1.888 -0.961
N 0.164 -1.169 -1.692
*
```

Calculated values
**Maximum force**: 0.1258 Eh/bohr
**Relative energy (zero: lowest compared OMol25 entry of this formula, charge and spin)**: 71.78 kcal per mole
**<S²>**: 2.02
**Lowest unoccupied orbital energy (alpha / beta)**: -2.99 / -6.01 eV

=====

No. 10
C6H10N2O2 in the gas phase at a distorted geometry. Source: OMol25; level of theory: ωB97M-V with the def2-TZVPD basis set.

Geometry as ORCA input:
```
! RIJCOSX wB97M-V def2-TZVPD def2/J DEFGRID3
* xyz 0 1
C -0.931 0.350 0.805
H -1.463 1.151 -1.966
C -0.053 0.623 -0.825
O -0.686 1.561 -1.562
H -2.029 -1.418 0.227
H 2.288 -0.310 1.138
H -2.783 0.090 -0.282
O 0.030 -0.605 -1.365
H -1.092 1.403 1.035
H 2.858 -0.424 -0.543
H -0.390 -0.084 1.646
H 0.126 -3.050 -0.325
C 1.982 -0.267 0.092
H 2.503 2.326 0.426
C 0.951 -1.305 -0.186
N 0.915 -2.513 0.014
C -2.224 -0.386 0.526
H -2.869 -0.397 1.407
C 1.277 1.029 -0.246
N 1.590 2.225 -0.016
*
```

Calculated values
**Maximum force**: 0.0837 Eh/bohr
**Relative energy (zero: lowest compared OMol25 entry of this formula, charge and spin)**: 68.48 kcal per mole
**Lowest unoccupied orbital energy**: 0.75 eV